ORCA calculation (ωB97M-V/def2-TZVPD) on 7 unconnected molecules or ions with the total composition H14O7.

Element x y z (Å)
O: 1.690 -1.396 2.865
H: 0.950 -2.003 2.611
H: 1.607 -0.541 2.327
O: -2.553 0.147 1.232
H: -1.826 0.668 1.705
H: -2.271 -0.621 0.904
O: -1.535 1.297 -1.578
H: -1.355 1.964 -0.791
H: -1.191 1.738 -2.328
O: 1.648 1.516 1.949
H: 0.986 1.900 2.394
H: 2.438 2.124 1.534
O: 1.951 -2.113 -0.856
H: 1.416 -1.404 -0.577
H: 1.150 -2.608 -1.220
O: -1.531 -1.118 -3.164
H: -1.041 -0.749 -3.902
H: -1.626 -0.394 -2.594
O: 0.433 0.152 -0.103
H: -0.264 0.582 -0.782
H: 0.914 0.849 0.374

ΔE to the lowest compared entry with this formula, charge and spin ... 77.7 kcal/mol
SMILES string ... O.O.O.O.O.O.O
HOMO-LUMO gap ... 9.90 eV

***

ORCA calculation (ωB97M-V/def2-TZVPD) on a single C3H5IO2 molecule.

Element x y z (Å)
C: 0.653 -0.635 1.091
C: 0.389 0.149 0.084
C: -0.917 0.258 -0.682
O: -1.105 1.278 -1.466
O: -0.861 -1.057 -1.610
I: -2.446 -2.000 -2.405
H: 1.581 -0.464 1.616
H: -0.056 -1.278 1.672
H: 1.211 0.777 -0.193
H: -1.787 0.033 0.014
H: -0.388 1.088 -2.099

ΔE to the lowest compared entry with this formula, charge and spin ... 55.4 kcal/mol
SMILES string ... C=C[C@@H](O)OI
HOMO-LUMO gap ... 8.50 eV

***

ORCA calculation (ωB97M-V/def2-TZVPD) on a single C2H4N2O2S molecule.

Element x y z (Å)
O: -0.936 1.833 -0.091
C: -0.340 0.791 -0.140
C: 1.200 0.896 -0.166
N: 2.056 -0.035 -0.161
O: 1.416 -1.304 -0.111
N: -0.956 -0.417 -0.074
S: -2.679 -0.495 -0.223
H: 1.472 1.909 -0.170
H: 2.132 -1.914 0.119
H: -0.435 -1.246 -0.022
H: -2.931 -0.017 1.038

ΔE to the lowest compared entry with this formula, charge and spin ... 55.0 kcal/mol
SMILES string ... O=C(/C=N\O)NS
HOMO-LUMO gap ... 10.05 eV

***

ORCA calculation (ωB97M-V/def2-TZVPD) on a molecular structure, C10H34AgKN14O11.

Element x y z (Å)
Ag: -0.025 -5.303 1.407
K: -6.119 -4.607 -0.487
C: -0.753 -0.733 0.298
O: 0.203 -1.147 0.977
O: -1.545 -1.606 -0.098
O: -0.924 0.474 -0.071
C: -2.820 8.406 -2.979
C: -2.107 7.080 -2.724
O: -2.872 6.241 -1.877
H: -2.859 9.137 -2.171
H: -3.889 8.355 -3.186
H: -2.465 8.962 -3.846
H: -1.129 7.124 -2.245
H: -2.051 6.455 -3.615
H: -2.393 5.419 -1.749
C: 1.966 1.904 -6.168
O: 1.380 0.884 -6.497
N: 1.752 2.649 -5.093
N: 2.760 2.608 -6.862
H: 1.040 2.337 -4.449
H: 2.473 3.290 -4.794
H: 3.138 3.463 -6.480
H: 3.082 2.228 -7.741
C: 3.517 -5.159 -2.896
O: 2.548 -5.759 -2.506
N: 3.587 -3.865 -3.240
N: 4.747 -5.590 -2.896
H: 4.466 -3.413 -3.449
H: 2.784 -3.268 -3.375
H: 5.315 -4.795 -3.154
H: 4.975 -6.570 -2.810
C: -2.888 -4.105 6.422
O: -1.911 -4.416 5.790
N: -3.204 -4.554 7.632
N: -3.748 -3.285 5.936
H: -4.060 -4.163 7.996
H: -2.602 -5.176 8.152
H: -4.530 -3.084 6.543
H: -3.533 -2.649 5.182
C: 5.391 -5.213 3.631
O: 4.548 -5.826 3.078
N: 6.393 -5.735 4.276
N: 5.596 -3.948 3.603
H: 6.785 -5.113 4.969
H: 6.317 -6.737 4.376
H: 6.413 -3.590 4.077
H: 4.968 -3.327 3.113
C: -5.199 2.996 3.631
O: -5.893 3.159 4.637
N: -5.676 2.843 2.480
N: -3.884 2.934 3.512
H: -6.489 3.374 2.202
H: -4.932 2.780 1.800
H: -3.308 2.890 4.341
H: -3.475 2.743 2.609
C: 4.414 2.984 2.974
O: 5.179 3.892 3.137
N: 3.927 2.053 3.834
N: 3.963 2.692 1.785
H: 3.258 1.386 3.474
H: 4.009 2.132 4.838
H: 3.149 2.095 1.799
H: 4.255 3.219 0.974
C: -4.307 -1.064 -5.143
O: -5.006 -1.036 -6.137
N: -4.229 -0.272 -4.154
N: -3.332 -1.908 -5.025
H: -3.582 -0.471 -3.405
H: -4.733 0.603 -4.136
H: -2.671 -1.703 -4.289
H: -3.153 -2.601 -5.738

ΔE to the lowest compared entry with this formula, charge and spin ... 23.9 kcal/mol
Spin multiplicity ... 2
HOMO-LUMO gap (spin up / spin down) ... 4.88 / 4.49 eV
Charge ... +1

***

ORCA calculation (ωB97M-V/def2-TZVPD) on a molecular structure, C49H50BCl2N6O4P2Pb.

Element x y z (Å)
Pb: 0.603 0.444 -0.096
C: 3.360 -0.967 2.842
C: 2.541 -2.062 2.244
C: 2.396 -3.383 2.699
C: 1.558 -3.985 1.784
C: 1.039 -5.385 1.775
N: 1.237 -3.062 0.854
N: 1.828 -1.875 1.142
B: 0.345 -3.259 -0.392
N: 1.057 -2.730 -1.653
N: 1.329 -1.418 -1.857
C: 2.141 -1.342 -2.903
C: 2.635 -0.034 -3.427
C: 2.398 -2.627 -3.400
C: 1.693 -3.481 -2.576
C: 1.607 -4.970 -2.639
N: -1.058 -2.654 -0.143
N: -1.270 -1.372 0.279
C: -2.539 -1.295 0.672
C: -3.166 -0.055 1.214
C: -3.163 -2.540 0.501
C: -2.192 -3.372 -0.009
C: -2.323 -4.810 -0.392
H: 3.121 -0.850 3.901
H: 3.164 -0.021 2.340
H: 4.427 -1.185 2.759
H: 2.839 -3.835 3.571
H: 1.450 -5.928 2.625
H: 1.314 -5.915 0.862
H: -0.049 -5.405 1.852
H: 0.190 -4.434 -0.544
H: 1.891 0.449 -4.065
H: 3.534 -0.182 -4.025
H: 2.875 0.660 -2.621
H: 3.014 -2.897 -4.242
H: 2.184 -5.325 -3.493
H: 0.574 -5.302 -2.756
H: 2.005 -5.436 -1.737
H: -2.479 0.787 1.202
H: -3.479 -0.217 2.249
H: -4.055 0.207 0.636
H: -4.190 -2.790 0.715
H: -3.372 -5.099 -0.328
H: -1.746 -5.464 0.264
H: -1.979 -4.977 -1.413
Cl: 3.973 1.505 -0.043
C: 3.974 3.272 -0.245
Cl: 3.902 4.106 1.318
H: 3.113 3.532 -0.858
H: 4.908 3.542 -0.723
O: 2.300 3.476 -2.804
C: 1.231 2.876 -2.631
O: 0.776 2.463 -1.525
C: 0.384 2.615 -3.881
C: 0.739 3.330 -5.025
C: 0.062 3.167 -6.219
C: -0.986 2.260 -6.293
C: -1.341 1.538 -5.168
C: -0.673 1.700 -3.951
P: -1.283 0.739 -2.498
C: -2.852 1.626 -2.182
C: -2.867 2.496 -1.097
C: -4.010 3.224 -0.791
C: -5.143 3.092 -1.577
C: -5.134 2.232 -2.672
C: -3.995 1.504 -2.975
C: -1.810 -0.837 -3.260
C: -2.947 -1.501 -2.805
C: -3.251 -2.776 -3.259
C: -2.415 -3.416 -4.161
C: -1.272 -2.768 -4.613
C: -0.976 -1.490 -4.169
H: 1.573 4.012 -4.938
H: 0.353 3.741 -7.091
H: -1.525 2.114 -7.221
H: -2.151 0.823 -5.238
H: -1.998 2.588 -0.462
H: -3.992 3.867 0.080
H: -6.039 3.652 -1.339
H: -6.019 2.125 -3.288
H: -4.002 0.827 -3.821
H: -3.598 -1.025 -2.083
H: -4.139 -3.274 -2.888
H: -2.649 -4.415 -4.510
H: -0.602 -3.259 -5.308
H: -0.082 -0.998 -4.531
O: -2.074 3.636 1.835
C: -1.006 3.031 1.843
O: -0.759 1.936 1.222
C: 0.159 3.591 2.662
P: 1.317 2.238 3.109
C: 0.233 1.239 4.211
C: -0.256 1.702 5.431
C: -1.104 0.917 6.197
C: -1.478 -0.345 5.751
C: -0.998 -0.818 4.539
C: -0.146 -0.030 3.778
C: 2.369 3.060 4.373
C: 3.176 2.247 5.173
C: 4.045 2.791 6.103
C: 4.141 4.170 6.243
C: 3.358 4.991 5.448
C: 2.477 4.440 4.523
H: -0.232 4.136 3.522
H: 0.700 4.294 2.019
H: 0.032 2.685 5.786
H: -1.478 1.292 7.142
H: -2.144 -0.956 6.349
H: -1.283 -1.799 4.178
H: 0.225 -0.415 2.835
H: 3.115 1.170 5.064
H: 4.656 2.138 6.715
H: 4.825 4.600 6.964
H: 3.428 6.067 5.544
H: 1.875 5.101 3.913

ΔE to the lowest compared entry with this formula, charge and spin ... 0.0 kcal/mol
HOMO-LUMO gap ... 7.86 eV
Charge ... -1

***

ORCA calculation (ωB97M-V/def2-TZVPD) on a molecular structure, C20H17F3IrNO3S.

Element x y z (Å)
Ir: -0.308 0.469 -0.485
C: 2.968 3.097 -1.258
C: 2.549 2.434 0.019
C: 3.319 2.735 1.260
O: 2.170 1.113 -0.125
C: 0.796 3.397 0.178
O: 1.017 4.338 0.834
O: 0.044 2.739 -0.468
H: 3.942 2.707 -1.567
H: 3.062 4.170 -1.109
H: 2.258 2.902 -2.061
H: 4.317 2.296 1.181
H: 2.834 2.325 2.147
H: 3.432 3.805 1.400
H: 2.359 0.620 0.690
F: -4.767 1.209 4.147
C: -3.609 0.872 3.583
F: -3.313 -0.366 4.003
F: -2.675 1.689 4.083
C: -3.673 0.942 2.079
C: -4.882 1.088 1.420
C: -4.890 1.139 0.031
C: -3.683 1.072 -0.647
N: -2.529 0.922 -0.015
C: -2.500 0.824 1.325
S: -0.927 0.508 1.969
H: -5.798 1.173 1.981
H: -5.811 1.245 -0.516
H: -3.627 1.145 -1.723
C: 3.285 -3.634 -2.072
C: 3.163 -2.273 -2.362
C: 2.025 -1.587 -2.001
C: 0.947 -2.234 -1.370
C: -0.247 -1.530 -1.027
C: -1.347 -2.293 -0.620
C: -1.236 -3.654 -0.349
C: -0.041 -4.307 -0.551
C: 1.063 -3.626 -1.101
C: 2.259 -4.292 -1.435
H: 4.183 -4.162 -2.352
H: 3.961 -1.764 -2.879
H: 1.920 -0.534 -2.231
H: -2.314 -1.825 -0.485
H: -2.099 -4.198 0.005
H: 0.051 -5.360 -0.341
H: 2.352 -5.337 -1.185

Spin multiplicity ... 2
HOMO-LUMO gap (spin up / spin down) ... 5.39 / 5.42 eV
Charge ... +1

***

| no. | strongest force on any atom (eV/Å) |
| --- | --- |
| 1 | 8.41 |
| 2 | 5.92 |
| 3 | 2.51 |
| 4 | 8.22 |
| 5 | 0.19 |
| 6 | 2.60 |